1.
ORCA calculation (wB97M-V/def2-TZVPD) on a cluster of 10 separate species, C26H58N6O22S4 in total.

Geometry as XYZ:
```
116
Properties=species:S:1:pos:R:3:forces:R:3:mulliken_charge:R:1
O -5.75905 -1.03843 -5.49161 0.83 -1.72 -0.66 -0.51
S -5.21726 -2.37526 -5.63668 -0.70 -1.85 -0.04 1.05
O -6.13643 -3.51920 -5.96041 3.27 3.59 0.82 -0.53
O -3.82322 -2.40567 -6.61152 -3.48 -1.08 -0.05 -0.40
C -2.74926 -1.95414 -5.84947 0.27 1.26 0.04 -0.20
C -2.96410 -2.49071 -4.44946 0.85 -1.07 0.32 0.33
O -4.34251 -2.69557 -4.28910 -2.74 0.49 -0.84 -0.29
H -1.84791 -2.28525 -6.36526 0.04 0.01 0.36 0.29
H -2.85012 -0.86925 -5.88019 0.66 0.16 0.35 0.28
H -2.59370 -1.84364 -3.65434 0.04 0.02 -0.17 -0.27
H -2.62723 -3.52006 -4.32683 0.99 0.22 -0.07 0.28
O -0.49054 -0.03188 -3.93859 -0.41 3.22 -0.60 -0.46
S -0.98403 1.30500 -4.32702 0.33 -2.63 1.24 1.21
O -2.32829 1.29946 -4.83494 1.38 0.98 0.02 -0.61
O -0.89236 2.39032 -3.05962 -0.31 -1.12 -1.97 -0.07
C 0.03098 3.44411 -3.35745 -0.32 -0.05 1.15 -0.19
C 0.55499 3.27737 -4.75834 1.78 -0.10 -0.82 -0.47
O 0.16418 2.00371 -5.27358 -1.70 -0.62 1.17 -0.36
H -0.43170 4.40939 -3.15182 -0.12 -0.12 -0.12 0.35
H 0.85123 3.26748 -2.66169 0.04 0.38 0.05 0.20
H 1.63140 3.23310 -4.59256 0.18 -0.17 -0.54 0.24
H 0.42577 4.01547 -5.54992 -0.78 0.22 0.45 0.30
O 3.63263 0.63095 -2.52671 1.53 0.37 1.54 -0.43
S 4.81573 0.42535 -1.71589 1.45 -1.51 0.09 1.07
O 5.55593 -0.83571 -1.94342 -1.50 3.11 0.89 -0.54
O 5.84403 1.71268 -1.75538 -1.68 -0.90 -0.33 -0.37
C 6.48430 1.80751 -0.48060 1.08 0.06 0.10 -0.46
C 5.48734 1.42092 0.61688 0.27 0.22 -1.32 -0.18
O 4.48546 0.62472 -0.10040 0.13 -0.29 -0.67 -0.20
H 7.36658 1.17105 -0.54850 -0.09 -0.22 0.39 0.31
H 6.84299 2.82338 -0.31498 -0.21 0.04 -0.38 0.36
H 5.03524 2.32526 1.02419 -0.47 -0.30 -0.08 0.25
H 6.02230 0.90327 1.41310 -0.50 -0.49 -0.12 0.18
O -1.65340 -0.63972 -1.18887 1.55 0.41 3.48 -0.26
S -1.05064 -0.40516 0.15056 -0.07 -0.38 0.69 0.66
O -1.88180 -0.48828 1.40393 3.02 0.58 -4.29 -0.42
O 0.40656 -1.22527 0.34850 -3.19 -0.29 1.41 -0.49
C 1.33747 -0.66369 -0.53070 -0.23 -1.09 -0.88 0.29
C 1.02586 0.80257 -0.64192 0.58 -0.13 -0.80 0.67
O -0.15249 0.99291 0.05942 -3.02 0.28 1.38 0.08
H 2.32316 -0.85729 -0.10757 -0.10 -0.30 -0.49 -0.43
H 1.03853 -1.11563 -1.47647 1.33 -0.23 -0.37 0.26
H 0.81988 0.96944 -1.69919 0.51 0.71 0.03 -0.43
H 1.83201 1.37033 -0.17730 -0.31 0.42 -0.32 0.05
C -3.30761 4.88184 1.08104 0.62 0.76 -0.71 -0.60
N -4.35414 3.91357 1.15206 0.83 0.59 0.55 -0.08
C -4.65240 3.02284 0.20348 -0.61 -1.42 -1.10 0.25
C -3.54365 2.62432 -0.87265 -1.51 0.54 1.28 -0.62
O -5.73227 2.44123 0.29462 0.49 -0.13 -0.51 -0.81
H -3.26921 5.45216 2.00914 0.22 -0.18 -0.10 0.33
H -3.46112 5.58013 0.25828 -0.44 0.39 0.05 0.36
H -2.33539 4.47883 0.79740 0.15 -0.45 0.66 -0.10
H -4.95617 3.96927 1.96110 -0.26 -0.20 -0.43 0.31
H -2.93520 1.94807 -0.27218 0.63 0.24 -0.24 -0.05
H -3.03378 3.49753 -1.27963 0.31 -0.20 0.29 0.43
H -3.93245 2.04257 -1.70841 -0.43 0.15 0.27 0.46
C 5.52125 -2.20953 1.77612 0.05 0.03 -0.12 -0.52
N 5.41610 -2.40991 3.20366 -1.33 0.09 -0.75 -0.14
C 6.35614 -2.17339 4.12481 -0.12 1.18 0.97 0.66
C 5.91530 -2.34168 5.53990 -0.23 -0.56 0.08 -1.02
O 7.48856 -1.78961 3.93383 0.76 -0.06 -1.18 -0.64
H 5.83047 -3.14559 1.31107 0.21 0.29 -0.36 0.33
H 6.16995 -1.36910 1.52921 0.42 -0.34 0.08 0.16
H 4.54851 -1.92147 1.37750 -0.11 -0.25 0.09 0.00
H 4.46068 -2.48413 3.52265 0.35 -0.20 0.24 0.25
H 6.17964 -3.38440 5.71583 0.08 0.01 0.73 0.25
H 4.84227 -2.24520 5.70547 0.04 0.12 0.01 0.35
H 6.49781 -1.64343 6.14094 -0.16 -0.34 0.12 0.30
C 3.35068 -3.21439 -2.56548 0.33 1.31 -0.94 -0.70
N 4.45069 -4.08741 -2.23953 -1.25 -0.07 0.18 -0.09
C 4.13876 -5.16185 -1.46720 -0.30 -1.00 1.27 0.76
C 5.21504 -6.21507 -1.37729 0.31 0.30 -0.44 -1.21
O 3.04507 -5.33934 -0.91160 1.33 0.77 -0.91 -0.65
H 3.49073 -2.86614 -3.58881 -0.15 -0.20 -0.27 0.40
H 3.43206 -2.27474 -2.01909 -0.42 -0.19 0.48 -0.12
H 2.36985 -3.68275 -2.48356 0.30 -0.04 0.28 0.41
H 5.27267 -3.99305 -2.81879 -0.03 -0.48 0.47 0.25
H 6.22181 -5.79985 -1.42326 0.01 0.15 0.01 0.34
H 5.06325 -6.74377 -2.31832 0.20 -0.63 0.16 0.34
H 5.15275 -6.86380 -0.50358 -0.37 0.10 -0.26 0.29
C -4.89239 -1.16241 -0.26986 -0.35 0.00 0.00 -0.59
N -5.78650 -0.42033 0.57851 -0.24 0.34 0.06 0.11
C -6.45663 -0.94807 1.59664 -0.12 -0.06 0.60 0.89
C -7.24300 0.01549 2.41670 -1.33 0.17 0.04 -1.31
O -6.42844 -2.12154 1.92889 0.37 -1.01 -0.18 -0.70
H -4.04312 -0.50915 -0.47016 0.11 -0.50 -0.18 -0.11
H -5.39570 -1.46357 -1.18859 0.13 0.15 -0.24 0.33
H -4.63653 -2.09039 0.24148 0.35 0.19 0.03 0.27
H -5.91342 0.57444 0.45845 0.23 0.10 -0.38 0.23
H -8.00488 0.48015 1.79083 0.35 0.65 -0.21 0.48
H -6.60761 0.74505 2.91883 -0.21 0.06 -0.05 0.20
H -7.88180 -0.54289 3.10099 0.58 -0.08 0.39 0.34
C -4.69315 -1.25275 5.06283 -0.33 0.19 0.79 -1.03
N -4.21569 -2.01036 3.95800 0.25 0.76 -1.50 0.04
C -3.08668 -2.74200 3.86281 -0.70 -0.11 1.42 0.67
C -2.80237 -3.39233 2.58797 0.42 0.36 -1.79 -0.32
O -2.36408 -2.96803 4.81075 0.66 0.31 1.09 -0.70
H -5.00095 -0.23639 4.81715 -0.13 0.00 -0.68 0.26
H -3.94744 -1.05473 5.83278 0.00 -0.85 0.11 0.37
H -5.58498 -1.78771 5.38927 0.03 0.31 0.88 0.34
H -4.78180 -1.88890 3.13044 0.10 -0.44 -0.13 0.10
H -3.01362 -2.70294 1.77052 -0.28 -0.16 -0.18 -0.33
H -3.37812 -4.30647 2.44317 0.20 -0.02 0.09 0.30
H -1.72159 -3.53176 2.56388 -0.16 -0.53 -0.01 0.23
C 0.75503 3.44136 1.81333 -0.31 -0.99 0.79 -0.48
N 1.16809 4.73507 2.25274 -0.02 0.84 -0.27 -0.10
C 2.14046 5.02580 3.15960 2.20 -0.30 1.84 0.64
C 2.50449 6.50352 3.25828 -0.52 0.63 -0.45 -1.03
O 2.78229 4.22719 3.87371 -1.78 0.56 -1.79 -0.64
H 0.55963 2.82721 2.69238 0.20 -0.29 -0.09 0.33
H 1.49614 2.94958 1.18323 0.00 0.02 0.02 0.06
H -0.20123 3.49402 1.29284 0.18 0.17 -0.14 -0.07
H 0.75106 5.48553 1.72076 0.44 0.18 0.40 0.26
H 3.51667 6.77080 3.56182 0.21 -0.92 -0.25 0.32
H 1.93474 7.05745 4.00437 -0.59 -0.28 -0.09 0.26
H 2.31794 6.94137 2.27767 0.01 0.42 0.06 0.31
```
Forces are in eV/Å.

Computed properties:
Total charge: 0
HOMO energy: -8.6 eV
SMILES string: O=S1(=O)OCCO1.O=S1(=O)OCCO1.O=S1(=O)OCCO1.O=S1(=O)OCCO1.CNC(C)=O.CNC(C)=O.CNC(C)=O.CNC(C)=O.CNC(C)=O.CNC(C)=O

2.
ORCA calculation (wB97M-V/def2-TZVPD) on a structure of composition C26H59CdN3O14.

Geometry as XYZ:
```
103
Properties=species:S:1:pos:R:3:forces:R:3:mulliken_charge:R:1
O -2.20258 3.37715 -2.86403 1.37 -3.27 0.21 -0.46
H -2.52331 4.34332 -2.70305 -1.14 2.90 -0.54 0.56
H -1.96620 2.92396 -1.99791 0.62 -0.11 -0.07 0.37
H -2.85045 2.93717 -3.43480 0.10 -0.03 0.36 0.41
Cd -2.18712 3.81785 0.80761 0.94 -0.10 -0.85 1.15
C -2.85918 7.46602 -0.08479 1.26 -3.12 -1.41 -0.86
C -2.72347 6.33478 -0.91256 -2.99 2.89 0.64 0.52
C -3.57958 6.21121 -2.21424 -1.04 2.18 2.53 0.52
O -3.20084 5.39045 -3.09116 -0.12 -0.54 -0.33 -0.85
C -4.77183 6.96694 -2.16032 3.19 -2.48 -1.79 -0.62
C -4.97137 8.02725 -1.26788 -4.07 -0.67 0.64 0.34
C -3.95765 8.32588 -0.20275 1.93 3.99 -0.18 0.39
O -3.87058 9.43856 0.35841 -1.35 -1.28 -0.35 -0.61
O -6.13524 8.47619 -1.24569 1.44 0.86 0.57 -0.63
O -2.07667 5.29721 -0.56848 1.68 -1.66 -0.24 -0.80
H -2.01030 7.71162 0.54075 -0.35 -0.10 0.55 0.42
H -5.50969 6.65794 -2.88605 -0.29 0.57 -0.05 0.38
C -0.12961 0.43051 -0.11003 -0.30 0.55 -0.91 -0.58
C 0.15762 1.88214 -0.56064 -0.19 -0.52 0.86 0.20
O -0.92024 2.74472 -0.54470 -1.43 0.20 0.08 -0.33
H 0.82642 -0.02794 0.14153 -0.14 -0.46 -0.31 0.21
H -0.65644 -0.01442 -0.95742 0.27 -0.67 0.16 0.16
H -0.79272 0.29576 0.74737 0.10 0.41 0.21 0.02
H 0.47567 1.85952 -1.60845 0.60 -0.21 0.19 -0.38
H 0.96248 2.20904 0.11080 0.16 0.50 -0.36 0.30
O 4.45139 0.82899 -0.35947 -0.38 -0.29 0.03 -0.70
H 3.71324 1.14596 0.16929 0.06 -0.01 0.06 0.28
H 4.11932 0.82621 -1.27837 0.61 0.44 0.32 0.36
O -2.60180 2.01263 1.98806 -0.39 -0.18 0.83 -0.40
H -2.24948 1.12622 1.82311 0.13 0.13 -0.39 0.30
H -2.98663 1.96898 2.87435 -0.10 0.07 -0.08 0.28
C 1.29014 2.97005 -4.41257 -0.70 0.59 -0.38 -0.68
O 2.10663 2.11476 -5.16320 1.23 -0.37 0.02 -0.40
C 2.36100 0.82660 -4.62883 -1.59 -1.06 0.14 -0.97
C 3.01544 0.72842 -3.25659 -0.42 1.88 -0.53 -0.71
N 4.27830 1.49386 -3.12501 -0.73 -1.77 0.05 -0.29
C 5.30765 1.00633 -4.05890 -0.29 1.65 -0.26 -0.76
C 5.81819 -0.38712 -3.76569 0.74 0.07 0.02 -0.20
O 6.96435 -0.59818 -4.56102 0.62 0.63 -1.03 -0.33
C 7.52562 -1.88893 -4.50192 -1.28 -0.34 1.10 -0.70
H 1.11939 3.84322 -5.04385 0.25 0.08 0.05 0.31
H 1.69778 3.33106 -3.46408 0.18 -0.24 0.06 0.27
H 0.27368 2.58981 -4.25007 0.15 -0.48 0.22 0.28
H 2.82322 0.15722 -5.35452 0.38 0.68 -0.40 0.43
H 1.37357 0.36003 -4.48993 -0.13 -0.15 0.09 0.47
H 3.02800 -0.31917 -2.95768 0.33 0.07 0.17 0.67
H 2.32116 1.30315 -2.63498 -0.03 -0.56 0.53 0.28
H 3.95625 2.42163 -3.37200 0.73 0.26 -0.09 0.30
H 6.11553 1.73637 -3.98559 0.32 -0.33 0.08 0.39
H 4.92116 1.14924 -5.07308 0.24 -0.62 -0.26 0.32
H 5.08487 -1.16209 -4.01266 -0.17 -0.04 0.31 0.27
H 6.15364 -0.42832 -2.72429 -0.56 -0.20 0.26 0.28
H 8.07799 -2.05371 -3.57079 0.30 0.21 -0.04 0.28
H 8.14414 -2.13024 -5.36073 -0.07 0.36 -0.11 0.25
H 6.67398 -2.57640 -4.42388 0.22 -0.46 -0.39 0.30
C 0.82598 -3.11484 2.46937 -1.27 0.78 1.57 -0.77
O 1.43765 -3.34238 3.72559 1.12 -0.24 -0.30 -0.30
C 0.90948 -4.39206 4.48109 -0.42 -0.58 1.47 -0.59
C 1.70980 -4.53949 5.80536 0.62 0.87 0.41 -0.76
N 3.14067 -4.64876 5.54694 -0.26 -0.43 -1.16 -0.36
C 4.10198 -4.06923 6.46281 -0.33 0.09 -0.17 -0.54
C 5.48940 -4.13539 5.88551 1.17 0.99 0.00 -0.61
O 5.52599 -3.19723 4.82591 -1.93 -0.01 -1.74 -0.28
C 6.63396 -2.47051 4.37910 1.31 -0.79 1.69 -0.76
H 0.55927 -4.04126 1.96127 0.55 0.08 -0.46 0.34
H 1.38001 -2.32969 1.96126 0.48 -0.67 -0.43 0.26
H -0.11875 -2.60358 2.70863 -0.37 -0.20 -0.28 0.28
H 0.87516 -5.36608 3.98260 0.27 0.12 -0.51 0.37
H -0.12239 -4.14891 4.75997 -0.16 -0.09 0.01 0.44
H 1.44100 -5.37768 6.45270 -0.67 -0.17 -0.45 0.36
H 1.50210 -3.64537 6.41004 -0.06 0.19 -0.04 0.34
H 3.24456 -4.28388 4.60727 0.68 0.23 0.17 0.30
H 4.09155 -4.61498 7.40859 -0.11 0.04 0.08 0.37
H 3.93068 -2.99977 6.63706 -0.27 0.04 0.31 0.32
H 5.73672 -5.15408 5.57555 0.10 0.04 -0.23 0.28
H 6.22582 -3.77571 6.61278 -0.05 -0.39 0.40 0.45
H 6.83974 -1.67990 5.10940 0.14 0.22 -0.15 0.29
H 6.55421 -2.02789 3.38935 -0.72 -0.26 -0.01 0.23
H 7.51119 -3.12817 4.37863 0.19 0.11 -0.19 0.30
C -6.85778 -1.36227 3.63720 -0.62 0.06 -0.37 -0.77
O -6.22409 -0.67995 2.58258 1.28 0.90 1.27 -0.28
C -6.53956 -0.84185 1.24648 -0.72 0.15 -0.23 -0.46
C -5.51971 -0.07050 0.39058 -0.74 -1.26 -0.28 -0.55
N -4.36929 -0.90589 0.07335 0.20 0.27 1.01 -0.19
C -4.72192 -2.06790 -0.75645 1.86 1.03 0.21 -0.63
C -3.39472 -2.63121 -1.33574 -0.42 -0.75 0.25 -0.32
O -3.64955 -3.45979 -2.44102 0.65 0.50 -1.43 -0.40
C -4.64014 -4.43769 -2.32513 -0.11 -0.32 0.92 -0.64
H -7.94529 -1.24148 3.61116 -0.08 0.15 -0.05 0.31
H -6.48483 -0.89553 4.54527 0.00 -0.12 0.06 0.24
H -6.67855 -2.44030 3.67880 0.35 -0.04 -0.26 0.30
H -7.51881 -0.39384 1.02226 -0.15 -0.26 0.11 0.33
H -6.57699 -1.91915 1.05808 -0.03 0.11 -0.59 0.28
H -5.27801 0.85926 0.90625 0.30 -0.15 0.09 0.32
H -5.99950 0.19938 -0.56221 -0.34 0.15 0.11 0.44
H -3.69981 -0.29654 -0.37998 0.17 -0.42 -0.34 0.10
H -5.40907 -1.70825 -1.53035 0.06 -0.48 -0.45 0.36
H -5.20190 -2.84821 -0.17361 -0.11 0.13 0.14 0.31
H -2.75417 -3.20759 -0.65291 -0.79 -0.14 0.79 0.29
H -2.65463 -1.86878 -1.59496 -0.61 0.38 -0.73 0.18
H -4.66189 -5.07155 -3.20876 0.15 0.34 -0.21 0.26
H -5.62703 -3.99681 -2.16263 -0.10 -0.08 -0.13 0.25
H -4.42338 -5.10614 -1.48172 -0.07 -0.01 0.12 0.30
```
Forces are in eV/Å.

Computed properties:
Total charge: 0
HOMO energy: -7.1 eV
Energy relative to the best compared isomer or geometry (same formula, charge and spin): 189.7 kJ/mol

no.,maximum force (eV/A),orbital gap (hartree),E_LUMO (eV)
1,5.28,0.2897,-0.7
2,4.43,0.1714,-2.4